[1]
The following is a quantum chemistry calculation of a structure of composition C41H41FeN8O10P2S2, from OMol25.

Summary:
ΔE to the lowest compared entry with this formula, charge and spin in kcal per mole: 95.4
Frontier orbital gap (spin up / spin down) in eV: 3.48 / 6.48
Total charge: 0
Expectation value of S²: 8.7826
Spin multiplicity: 6

Last column: Löwdin charge in e.
Atoms and positions in Å:
Fe1 1.7258 -0.7461 0.0666  0.8140
C1 0.9332 -8.2901 0.6160  -0.0498
C2 1.5061 -6.9415 0.2953  -0.2709
C3 2.8477 -6.7629 -0.0218  -0.0192
C4 3.3277 -5.5283 -0.4222  -0.0262
C5 2.4707 -4.4366 -0.4954  -0.2784
C6 1.1454 -4.5871 -0.1123  0.0002
C7 0.6743 -5.8271 0.2799  -0.0290
S1 4.3959 -2.6716 -0.4966  0.6226
O1 5.3055 -2.6780 -1.5858  -0.1791
O2 4.7594 -3.3620 0.6939  -0.2650
N1 2.8990 -3.1859 -1.0421  -0.1052
C8 2.7312 -3.0759 -2.4612  -0.2119
C9 2.8040 -4.1843 -3.2931  -0.0339
C10 2.6695 -4.0550 -4.6699  -0.1003
C11 2.4884 -2.8152 -5.2409  -0.0562
C12 2.4204 -1.6660 -4.4336  -0.1674
C13 2.2507 -0.3713 -4.9686  -0.0724
C14 2.2512 0.7136 -4.1111  -0.1061
C15 2.3402 0.4933 -2.7447  -0.2169
N2 2.4118 -0.7196 -2.1958  -0.0049
C16 2.5209 -1.7931 -3.0130  -0.1785
H1 1.4692 -9.0836 0.1020  0.0773
H2 -0.1124 -8.3277 0.3164  0.0738
H3 0.9819 -8.4847 1.6859  0.0834
H4 3.5288 -7.5975 0.0307  0.1151
H5 4.3622 -5.3892 -0.6950  0.1208
H6 0.5036 -3.7184 -0.1261  0.0702
H7 -0.3597 -5.9424 0.5807  0.0963
H8 2.9643 -5.1579 -2.8611  0.1016
H9 2.7294 -4.9355 -5.2916  0.0952
H10 2.3986 -2.7124 -6.3133  0.1030
H11 2.1521 -0.2473 -6.0375  0.0958
H12 2.1650 1.7219 -4.4867  0.0909
H13 2.3409 1.3082 -2.0343  0.0874
C17 -5.8059 11.0793 -0.1996  -0.0850
O3 -5.1556 10.5479 0.9295  -0.0784
C18 -4.4959 9.3654 0.8064  -0.2695
C19 -4.4967 8.5655 -0.3340  -0.0072
C20 -3.7636 7.3978 -0.3535  -0.0114
C21 -3.0032 6.9988 0.7469  -0.1621
C22 -3.0267 7.7947 1.8958  -0.0240
C23 -3.7657 8.9558 1.9257  0.0023
C24 -2.2374 5.7786 0.6469  -0.2600
N3 -2.4209 4.8782 -0.2953  0.1874
C25 -1.5128 3.8988 -0.0632  -0.1701
C26 -0.7342 4.2165 1.0509  -0.1283
N4 -1.2203 5.4147 1.4950  0.1873
C27 0.3183 3.3890 1.5130  -0.0690
C28 1.1381 3.6792 2.6031  0.0122
C29 2.1178 2.7715 2.9626  -0.0049
C30 2.2535 1.5953 2.2215  -0.1015
N5 1.5262 1.3154 1.1625  0.0902
C31 0.5421 2.1769 0.7841  -0.1276
C32 -0.2753 1.8202 -0.3243  -0.1468
N6 -0.0500 0.6235 -0.9330  0.0428
C33 -0.8216 0.2756 -1.9478  -0.1373
C34 -1.8649 1.0470 -2.4346  -0.0203
C35 -2.1212 2.2746 -1.8310  0.0203
C36 -1.3221 2.6764 -0.7705  -0.0724
H14 -6.1687 12.0607 0.1022  0.0948
H15 -6.6511 10.4573 -0.5075  0.0959
H16 -5.1172 11.1916 -1.0419  0.0968
H17 -5.0621 8.8432 -1.2096  0.1061
H18 -3.7528 6.7677 -1.2277  0.1122
H19 -2.4780 7.5062 2.7810  0.1066
H20 -3.7947 9.5787 2.8068  0.1206
H21 -0.9056 5.9322 2.2971  0.1524
H22 1.0002 4.5969 3.1632  0.1155
H23 2.7666 2.9525 3.8041  0.1157
H24 2.9906 0.8620 2.5064  0.0809
H25 -0.5842 -0.6794 -2.3989  0.1157
H26 -2.4567 0.7025 -3.2682  0.1081
H27 -2.9258 2.9156 -2.1517  0.1173
O4 4.9733 0.9100 0.9119  -0.0780
P1 5.1189 -0.6588 1.1274  0.2911
O5 6.4840 -1.1281 0.9877  -0.1942
O6 4.1381 -1.1411 -0.1028  -0.3486
O7 4.3393 -0.9319 2.4194  -0.2300
P2 3.0394 -2.0017 2.8096  0.2481
O8 3.8524 -3.2929 3.2101  -0.0838
O9 2.3252 -1.3904 3.9215  -0.2501
O10 2.3483 -2.2332 1.4916  -0.3953
H28 5.7389 1.2220 0.4286  0.0959
H29 4.3359 -3.6017 2.4351  0.0410
C37 -2.3886 -2.2921 4.0995  -0.0886
C38 -3.0441 -1.4045 3.0472  -0.2787
N7 -3.1087 -2.0379 1.7469  0.0009
C39 -2.0523 -2.0770 0.9196  -0.7538
S2 -0.5839 -1.4029 1.3865  0.7935
N8 -2.1950 -2.6375 -0.3034  -0.0067
C40 -3.2845 -3.4891 -0.7291  -0.2320
C41 -3.2108 -4.8869 -0.1136  -0.0727
H30 -2.3807 -1.7793 5.0552  0.0749
H31 -1.3611 -2.4979 3.8157  0.0457
H32 -2.9271 -3.2299 4.2098  0.0709
H33 -2.4525 -0.4949 2.9311  0.0807
H34 -4.0630 -1.1403 3.3390  0.1169
H35 -3.9257 -2.5898 1.5408  0.1286
H36 -1.3368 -2.6884 -0.8318  0.1035
H37 -3.2345 -3.5643 -1.8161  0.1220
H38 -4.2347 -3.0098 -0.4769  0.1106
H39 -2.3302 -5.4086 -0.4782  0.0612
H40 -4.0915 -5.4630 -0.3829  0.0756
H41 -3.1499 -4.8278 0.9703  0.0700

***

[2]
The following is a quantum chemistry calculation of a structure of composition C41H42AsF6N6O6S2Y, from OMol25.

Summary:
Frontier orbital gap in eV: 8.10
Total charge: 0

Last column: Löwdin charge in e.
Atoms and positions in Å:
Y1 0.9182 0.7498 -0.3065  1.4389
C1 1.0933 3.5532 -2.2503  -0.1063
N1 2.2225 2.8876 -1.5576  -0.2214
C2 3.2247 2.5972 -2.6064  -0.1843
C3 4.3096 1.5713 -2.2979  -0.1479
C4 3.8467 0.1278 -2.1617  -0.1893
N2 3.0989 -0.1710 -0.9218  -0.0328
C5 3.5867 -1.1404 -0.2400  -0.1130
C6 3.2122 -1.6816 1.0561  -0.1291
C7 4.1139 -2.6307 1.5747  -0.0502
C8 3.9686 -3.1805 2.8235  -0.0967
C9 2.8907 -2.7542 3.6087  -0.0740
C10 1.9794 -1.8460 3.1234  -0.0196
C11 2.0787 -1.3103 1.8183  -0.3289
O1 1.1554 -0.4995 1.3791  -0.2442
C12 2.7180 3.9067 -0.6046  -0.2097
C13 3.9536 3.5832 0.2232  -0.1539
C14 3.8680 2.2705 0.9975  -0.2071
N3 2.4782 1.9838 1.3160  -0.0171
C15 2.1717 1.9810 2.5536  -0.0874
C16 0.8321 1.9233 3.1056  -0.1521
C17 0.7159 1.8877 4.5016  -0.0544
C18 -0.5037 1.9919 5.1309  -0.0998
C19 -1.6359 2.1945 4.3373  -0.0768
C20 -1.5437 2.2429 2.9625  -0.0172
C21 -0.3193 2.0553 2.2958  -0.3445
O2 -0.2701 2.0504 0.9776  -0.2754
H1 1.4557 4.4261 -2.8060  0.0987
H2 0.3499 3.8816 -1.5296  0.0767
H3 0.6206 2.8655 -2.9450  0.0554
H4 3.7001 3.5436 -2.8980  0.1289
H5 2.6815 2.2407 -3.4786  0.0977
H6 4.9129 1.8502 -1.4381  0.0845
H7 4.9855 1.5907 -3.1578  0.1259
H8 4.7262 -0.5147 -2.2113  0.1155
H9 3.2441 -0.1228 -3.0243  0.0736
H10 4.4631 -1.6424 -0.6551  0.1210
H11 4.9599 -2.9200 0.9577  0.1112
H12 4.6790 -3.9055 3.1988  0.0981
H13 2.7725 -3.1403 4.6158  0.1056
H14 1.1718 -1.4880 3.7496  0.1091
H15 1.8929 4.1186 0.0734  0.1158
H16 2.9227 4.8243 -1.1682  0.1213
H17 4.0506 4.4089 0.9318  0.1174
H18 4.8581 3.6002 -0.3883  0.1030
H19 4.4769 2.3390 1.9025  0.1144
H20 4.2614 1.4520 0.4050  0.0806
H21 2.9695 2.1074 3.2920  0.1296
H22 1.6248 1.7849 5.0882  0.1103
H23 -0.5790 1.9566 6.2099  0.0956
H24 -2.6068 2.3198 4.8048  0.1036
H25 -2.4232 2.4225 2.3594  0.1001
F1 -1.8549 -0.3154 -4.1989  0.1399
C22 -0.7414 -0.4300 -4.9123  -0.6734
F2 -0.7159 -1.5965 -5.5273  0.1652
F3 -0.7011 0.5489 -5.8111  0.1465
S1 0.7634 -0.2601 -3.8296  0.6163
O3 0.2619 0.4614 -2.6495  -0.4223
O4 1.6996 0.4194 -4.6681  -0.2583
N4 1.2492 -1.7001 -3.4444  -0.2609
S2 0.4094 -2.3504 -2.2480  0.6426
O5 -0.9351 -2.6673 -2.6261  -0.2280
O6 0.6143 -1.6710 -0.9740  -0.4036
C23 1.3038 -3.9301 -2.0301  -0.6922
F4 0.7175 -4.5651 -1.0303  0.1688
F5 2.5805 -3.6956 -1.7339  0.1517
F6 1.2276 -4.6489 -3.1362  0.1661
N5 -2.0910 3.1930 -2.5318  -0.0356
N6 -1.6475 2.3031 -1.5104  -0.0937
H26 -3.0873 3.1169 -2.6907  0.0617
H27 -1.6248 2.9361 -3.3916  0.0556
H28 -2.1068 1.4063 -1.5769  -0.0155
H29 -1.8330 2.6994 -0.6006  0.0573
C24 -5.5150 1.3389 2.6093  -0.0887
C25 -4.7729 0.3030 3.1604  -0.0821
C26 -3.7201 -0.2632 2.4515  -0.0939
C27 -3.4045 0.1943 1.1802  -0.3503
C28 -4.1656 1.2170 0.6221  -0.1282
C29 -5.2110 1.7921 1.3305  -0.0831
As1 -1.9173 -0.5607 0.1406  1.4057
C30 -3.1608 -1.4155 -1.1110  -0.3029
C31 -3.8101 -0.8350 -2.1855  -0.1150
C32 -4.6617 -1.5971 -2.9759  -0.0783
C33 -4.8486 -2.9440 -2.6920  -0.0714
C34 -4.1970 -3.5270 -1.6127  -0.0178
C35 -3.3536 -2.7642 -0.8152  -0.2007
C36 -2.6202 -3.2474 0.3757  -0.1826
C37 -2.6778 -4.5307 0.9091  -0.0183
C38 -1.9832 -4.8289 2.0743  -0.0734
C39 -1.2407 -3.8485 2.7251  -0.0669
C40 -1.1790 -2.5672 2.1946  -0.1003
C41 -1.8524 -2.2801 1.0234  -0.3147
H30 -6.3301 1.7856 3.1672  0.1010
H31 -5.0062 -0.0663 4.1531  0.1051
H32 -3.1469 -1.0616 2.9048  0.0959
H33 -3.9560 1.5757 -0.3786  0.0786
H34 -5.7910 2.5905 0.8812  0.1034
H35 -3.6622 0.2111 -2.4323  0.0850
H36 -5.1690 -1.1414 -3.8173  0.1039
H37 -5.4986 -3.5433 -3.3175  0.1025
H38 -4.3473 -4.5790 -1.3969  0.1071
H39 -3.2673 -5.3008 0.4222  0.1068
H40 -2.0298 -5.8308 2.4840  0.1021
H41 -0.7069 -4.0834 3.6385  0.1036
H42 -0.6210 -1.7885 2.6819  0.0806

***

[3]
The following is a quantum chemistry calculation of a structure of composition C41H42ClGe2N3OS2SiW, from OMol25.

Summary:
ΔE to the lowest compared entry with this formula, charge and spin in kcal per mole: 0.7
Frontier orbital gap (spin up / spin down) in eV: 6.49 / 6.56
Total charge: +1
Expectation value of S²: 3.7830
Spin multiplicity: 4

Last column: Löwdin charge in e.
Atoms and positions in Å:
W1 -0.1444 -0.8449 -1.6977  1.0293
C1 -5.3541 -2.2642 -2.0618  -0.3987
S1 -4.3852 -3.1435 -0.8236  0.9165
C2 -2.7703 -2.6149 -1.1501  -1.0364
S2 -2.4141 -1.4719 -2.4274  0.5661
N1 -1.8412 -3.1405 -0.4130  -0.0514
N2 -0.5920 -2.7504 -0.8308  -0.2228
C3 0.3579 -3.6239 -0.7587  -0.0283
C4 1.5817 -3.3173 -1.4666  -0.2507
C5 2.7018 -4.1334 -1.4454  0.0074
C6 3.7856 -3.8052 -2.2382  -0.0253
C7 3.7195 -2.6668 -3.0301  -0.0205
C8 2.5842 -1.8811 -2.9871  -0.1104
N3 1.5319 -2.1988 -2.2276  -0.0432
H1 -6.3827 -2.5680 -1.8751  0.0468
H2 -5.0674 -2.5609 -3.0678  0.0381
H3 -5.2633 -1.1898 -1.9311  -0.0011
H4 0.1880 -4.5816 -0.2814  0.1492
H5 2.7085 -5.0107 -0.8133  0.1309
H6 4.6715 -4.4244 -2.2381  0.1250
H7 4.5414 -2.3782 -3.6692  0.1223
H8 2.4958 -0.9801 -3.5767  0.0760
C9 -3.9992 3.8841 -1.6418  -0.2344
Ge1 -3.2089 2.3635 -2.5889  0.6745
C10 -4.6128 1.3542 -3.4939  -0.2448
C11 -1.9591 3.0265 -3.9332  -0.2664
Ge2 -2.1744 1.1021 -0.7484  0.8656
C12 -0.9293 2.2168 0.2640  -0.3514
C13 -0.6152 1.9608 1.6012  -0.1071
C14 0.1649 2.8489 2.3226  -0.0648
C15 0.6318 4.0123 1.7236  -0.0645
C16 0.3284 4.2772 0.3976  -0.0789
C17 -0.4354 3.3772 -0.3317  -0.1291
C18 -3.4855 0.2724 0.4299  -0.3569
C19 -4.8381 0.5160 0.1890  -0.1387
C20 -5.8141 0.0244 1.0451  -0.0729
C21 -5.4486 -0.7206 2.1553  -0.0718
C22 -4.1075 -0.9721 2.4071  -0.0677
C23 -3.1355 -0.4790 1.5515  -0.1216
H9 -4.6205 4.4535 -2.3345  0.0283
H10 -3.2157 4.5381 -1.2575  0.0184
H11 -4.6179 3.5609 -0.8041  0.0164
H12 -4.9577 1.9554 -4.3370  0.0304
H13 -5.4630 1.1718 -2.8377  0.0100
H14 -4.2455 0.4033 -3.8757  -0.0038
H15 -2.4698 3.8278 -4.4707  0.0303
H16 -1.7003 2.2435 -4.6423  -0.0126
H17 -1.0423 3.4274 -3.5062  0.0017
H18 -0.9824 1.0723 2.0944  0.0845
H19 0.4043 2.6331 3.3566  0.1117
H20 1.2381 4.7079 2.2894  0.1134
H21 0.6946 5.1805 -0.0734  0.1132
H22 -0.6578 3.5908 -1.3720  0.0742
H23 -5.1376 1.1097 -0.6677  0.0660
H24 -6.8586 0.2322 0.8500  0.1113
H25 -6.2075 -1.1017 2.8261  0.1104
H26 -3.8188 -1.5525 3.2743  0.1055
H27 -2.1000 -0.6880 1.7662  0.0600
O1 0.9939 -0.3623 -0.2764  -0.4826
Si1 2.1342 -0.2418 0.9403  0.5649
C24 2.8793 1.4538 0.7402  -0.2329
C25 3.7483 2.0029 1.6885  -0.0852
C26 4.3791 3.2156 1.4667  -0.0727
C27 4.1746 3.8961 0.2731  -0.0758
C28 3.3335 3.3609 -0.6877  -0.0840
C29 2.6864 2.1550 -0.4513  -0.1050
C30 3.5394 -1.4650 0.7634  -0.2172
C31 3.5612 -2.6514 1.5057  -0.0904
C32 4.6554 -3.5047 1.4645  -0.0812
C33 5.7526 -3.1848 0.6776  -0.0828
C34 5.7520 -2.0146 -0.0692  -0.0843
C35 4.6562 -1.1650 -0.0240  -0.0903
C36 1.2748 -0.6547 2.5430  -0.2436
C37 0.1879 -1.5297 2.5292  -0.1265
C38 -0.4264 -1.9443 3.7027  -0.0768
C39 0.0380 -1.4791 4.9229  -0.0686
C40 1.1235 -0.6152 4.9623  -0.0665
C41 1.7399 -0.2165 3.7855  -0.0791
H28 3.9533 1.4727 2.6110  0.0941
H29 5.0425 3.6240 2.2184  0.1079
H30 4.6775 4.8378 0.0933  0.1075
H31 3.1738 3.8859 -1.6216  0.1097
H32 2.0185 1.7619 -1.2091  0.0805
H33 2.7229 -2.8971 2.1494  0.1020
H34 4.6625 -4.4068 2.0638  0.1080
H35 6.6164 -3.8380 0.6614  0.1084
H36 6.6153 -1.7535 -0.6690  0.1095
H37 4.6850 -0.2346 -0.5823  0.1078
H38 -0.1819 -1.9040 1.5827  0.0706
H39 -1.2621 -2.6328 3.6623  0.1078
H40 -0.4383 -1.7942 5.8424  0.1086
H41 1.4944 -0.2568 5.9139  0.1092
H42 2.5966 0.4431 3.8442  0.0910
Cl1 0.1836 0.3569 -3.6344  0.1007

***

[4]
The following is a quantum chemistry calculation of a structure of composition C41H42FeP2S, from OMol25.

Summary:
ΔE to the lowest compared entry with this formula, charge and spin in kcal per mole: 20.9
Frontier orbital gap (spin up / spin down) in eV: 6.63 / 4.20
Total charge: 0
Expectation value of S²: 6.1667
Spin multiplicity: 5

Last column: Löwdin charge in e.
Atoms and positions in Å:
Fe1 1.0650 -0.3938 -4.2003  0.6106
C1 -2.0811 -0.0299 -0.3301  -0.0946
C2 -2.5739 -0.3680 -1.5048  -0.0968
C3 -3.0514 0.7666 -2.3803  -0.1929
C4 -2.0219 1.5656 -3.1964  -0.1770
C5 -1.0665 2.5393 -2.4532  -0.1054
C6 -0.9510 2.7151 -1.0991  -0.1263
C7 -1.9337 2.6071 0.0813  -0.1990
C8 -2.5954 1.2887 0.3134  -0.1884
C9 2.0303 -1.9807 -3.7041  -0.2634
H1 -1.4291 -0.6285 0.2681  0.0627
H2 -2.4926 -1.3880 -1.9636  0.0980
H3 -3.4986 1.4240 -1.7094  0.0680
H4 -3.7868 0.3553 -3.0162  0.0959
H5 -1.4573 0.9095 -3.8749  0.0734
H6 -2.6168 2.2576 -3.7936  0.1004
H7 -0.2388 2.9678 -3.1438  0.1121
H8 0.0298 2.9612 -0.6937  0.0713
H9 -2.5832 3.4250 -0.0784  0.0959
H10 -1.4070 2.9364 0.9705  0.0905
H11 -2.3915 1.0629 1.3634  0.0980
H12 -3.6682 1.3730 0.0898  0.1114
H13 2.0473 -2.3223 -2.7298  -0.0684
H14 2.9644 -1.4063 -3.9164  -0.0230
H15 2.1023 -2.8469 -4.3767  0.0074
P1 -0.0666 -1.6184 -8.0848  0.9665
P2 1.3211 0.7263 -8.0057  0.9163
C10 -1.0948 -0.1202 -8.5379  -0.2601
C11 -0.2966 0.9800 -8.6147  -0.3502
C12 -0.4305 -2.8356 -9.5156  -0.3608
C13 -1.5361 -2.7053 -10.3782  -0.1126
C14 -1.9316 -3.7777 -11.2157  -0.0914
C15 -1.1765 -4.9483 -11.2927  -0.0928
C16 -0.0503 -5.0742 -10.4573  -0.0889
C17 0.3123 -4.0457 -9.5845  -0.1025
C18 -0.9045 -2.4137 -6.7148  -0.3843
C19 -0.4849 -2.1021 -5.4281  -0.1718
C20 -1.3051 -2.4503 -4.3508  -0.0767
C21 -2.2663 -3.4338 -4.5854  -0.0707
C22 -2.7173 -3.7461 -5.8788  -0.0703
C23 -2.0800 -3.1544 -6.9526  -0.0848
C24 2.2811 0.9310 -9.6092  -0.3209
C25 2.0825 -0.0411 -10.6004  -0.1007
C26 2.4731 0.2140 -11.9125  -0.0904
C27 3.2575 1.3215 -12.2330  -0.0908
C28 3.5425 2.2311 -11.2126  -0.0890
C29 3.0676 2.0437 -9.9108  -0.0851
C30 1.8332 2.1818 -7.0866  -0.4381
C31 3.1045 2.2523 -6.5096  -0.1294
C32 3.4983 3.3869 -5.8212  -0.0866
C33 2.6120 4.4627 -5.6546  -0.0862
C34 1.3469 4.4168 -6.2692  -0.0838
C35 0.9636 3.2757 -7.0002  -0.1005
H16 -2.1875 -0.2083 -8.5546  0.0775
H17 -0.5793 1.9052 -9.0983  0.0784
H18 -2.1144 -1.7752 -10.3599  0.0890
H19 -2.8616 -3.6680 -11.7928  0.1034
H20 -1.4541 -5.7266 -12.0104  0.1030
H21 0.5155 -6.0001 -10.5042  0.0992
H22 1.1651 -4.1933 -8.9162  0.1033
H23 0.5663 -1.7572 -5.2486  -0.0144
H24 -1.2474 -1.9578 -3.3727  0.0750
H25 -2.7331 -3.9488 -3.7554  0.1028
H26 -3.5240 -4.4703 -6.0616  0.1121
H27 -2.4589 -3.2462 -7.9460  0.0872
H28 1.5497 -0.9738 -10.3646  0.0798
H29 2.2044 -0.4823 -12.6964  0.1001
H30 3.5750 1.5196 -13.2670  0.1069
H31 4.1568 3.0951 -11.4283  0.0976
H32 3.2617 2.7939 -9.1432  0.0975
H33 3.7777 1.4218 -6.6032  0.1034
H34 4.4986 3.4724 -5.3959  0.1064
H35 2.9045 5.3762 -5.1209  0.1039
H36 0.6430 5.2654 -6.1923  0.1071
H37 -0.0166 3.2693 -7.5062  0.0915
S1 1.3045 0.1419 -0.6672  0.7039
C36 0.8159 -0.4385 0.8635  -0.7457
C37 0.8576 -1.8447 1.1182  -0.1215
C38 0.4156 -2.3851 2.3346  -0.0879
C39 0.0441 -1.5521 3.3941  -0.0753
C40 0.1883 -0.1764 3.2217  -0.0932
C41 0.3270 0.3316 1.9646  -0.1227
H38 1.2840 -2.5329 0.3606  0.1053
H39 0.4056 -3.4745 2.4736  0.1055
H40 -0.2479 -1.9521 4.3644  0.1050
H41 0.2652 0.4425 4.0716  0.0948
H42 0.1542 1.3806 1.7032  0.0975